(1)
ORCA calculation (ωB97M-V with the def2-TZVPD basis set) on C30H40F3HgN6O14RbS as an isolated structure.

Summary:
**Orbital gap**: 0.2332 Ha
**E_HOMO**: -7.488 eV
**Total energy**: -3423.9680 Eh
**E_LUMO**: -1.142 eV
**2S+1**: 1

Geometry as XYZ:
```
96
Properties=species:S:1:pos:R:3:lowdin_charge:R:1
Hg -3.00285 2.76288 -3.58715 1.25
Rb -2.45364 -1.11106 -5.01713 0.90
O -2.04291 4.34619 -4.06345 -0.43
C -0.80851 3.75754 -4.50738 -0.35
C -0.95395 2.82203 -5.72885 -0.40
O -2.11075 2.05516 -5.61434 -0.49
H -0.45260 3.26654 -3.58509 0.07
H -0.01416 4.48630 -4.71736 0.12
H -0.01334 2.27471 -5.90118 0.10
H -1.19674 3.47022 -6.59399 0.10
C -1.11696 -0.18380 -0.32137 -0.65
F -0.49751 -1.30218 -0.01375 0.15
F -2.44786 -0.41496 -0.32038 0.10
F -0.91808 0.70398 0.66845 0.11
S -0.58801 0.56542 -1.92357 0.47
O -1.50184 1.61999 -2.29281 -0.40
O 0.74529 1.02289 -1.69065 -0.28
O -0.69321 -0.57591 -2.83055 -0.43
C -5.21234 0.58142 -2.64384 -0.29
O -4.17853 0.75904 -3.29570 -0.17
N -6.38022 0.17622 -3.13292 -0.17
C -7.50467 -0.04794 -2.23225 -0.02
C -6.62013 0.08223 -4.54750 -0.02
H -5.23145 0.75953 -1.56157 0.15
H -7.23801 0.20563 -1.21248 0.09
H -7.78342 -1.10286 -2.29980 0.10
H -8.38858 0.50628 -2.55009 0.10
H -7.45509 0.71888 -4.84271 0.11
H -5.70359 0.23867 -5.10829 0.09
H -6.95130 -0.91033 -4.88485 0.10
C 2.52590 4.22684 -1.68467 -0.33
O 1.80159 5.19280 -1.58769 0.01
N 3.64206 4.06690 -0.92480 -0.19
C 3.97178 4.98422 0.13755 -0.04
C 4.52025 2.93414 -1.09771 -0.06
H 2.32650 3.38356 -2.36153 0.13
H 3.13965 5.66992 0.26386 0.09
H 4.90084 5.52042 -0.06180 0.10
H 4.08821 4.43821 1.07873 0.05
H 4.11861 2.20733 -1.80361 0.08
H 5.50492 3.23948 -1.46295 0.09
H 4.64348 2.42347 -0.13761 0.07
C 1.81188 -3.20912 -1.76865 -0.32
O 1.62625 -4.41766 -1.71149 0.01
N 2.15578 -2.55245 -2.89753 -0.17
C 2.49829 -3.18201 -4.14496 -0.05
C 2.53511 -1.17027 -2.81803 -0.09
H 1.66352 -2.56373 -0.89756 0.11
H 3.54639 -3.16853 -4.43612 0.09
H 1.94382 -2.74704 -4.98498 0.09
H 2.06804 -4.18146 -4.07381 0.09
H 3.52733 -0.92295 -3.20972 0.09
H 1.82227 -0.54855 -3.36699 0.07
H 2.49560 -0.64379 -1.86406 0.07
C -3.03641 -2.84079 3.49803 -0.09
C -3.15709 -1.53983 3.03514 -0.07
C -2.75304 -0.45807 3.78947 -0.01
C -2.28241 -0.72018 5.06234 -0.15
C -2.14461 -1.99822 5.56442 0.00
C -2.52007 -3.08627 4.76576 -0.06
N -1.90323 0.42343 5.91901 -0.36
O -2.27352 1.50209 5.49851 0.07
O -1.22732 0.23688 6.89992 0.09
H -3.22464 -3.69995 2.86529 0.11
H -3.57659 -1.42722 2.04202 0.10
H -2.66067 0.52625 3.35633 0.12
H -1.51779 -2.29375 6.39490 0.12
H -2.19138 -4.06246 5.09392 0.11
C 0.79082 1.49063 3.51427 -0.06
C 1.68696 1.49083 2.44639 -0.06
C 2.92347 2.09186 2.57955 0.00
C 3.24172 2.74187 3.78080 -0.13
C 2.42378 2.59899 4.88092 0.01
C 1.15615 2.07111 4.70190 -0.06
N 4.59231 3.31320 3.87572 -0.35
O 5.11970 3.66143 2.84054 0.06
O 5.04601 3.49216 4.98901 0.09
H -0.20954 1.19839 3.21577 0.09
H 1.43965 1.08580 1.47215 0.10
H 3.67731 2.03827 1.80757 0.10
H 2.71824 3.03049 5.82792 0.12
H 0.44007 2.08541 5.51517 0.10
C 0.46387 -3.20535 2.05621 -0.07
C 0.11886 -4.54833 2.08848 -0.06
C 1.10092 -5.52324 1.96921 0.00
C 2.41071 -5.14426 1.78633 -0.15
C 2.75026 -3.80450 1.62465 0.00
C 1.77017 -2.84438 1.72585 -0.08
N 3.47653 -6.12777 1.86114 -0.36
O 3.32775 -7.07846 2.59332 0.09
O 4.45847 -5.94282 1.16478 0.08
H -0.32691 -2.55398 2.40795 0.09
H -0.87163 -4.79816 2.44881 0.09
H 0.83115 -6.57146 1.94943 0.12
H 3.78780 -3.54375 1.46743 0.13
H 1.96104 -1.77832 1.79235 0.11
```

(2)
ORCA calculation (ωB97M-V with the def2-TZVPD basis set) on C30H40GdN6O4 as an isolated structure.

Summary:
**ΔE to the lowest compared entry with this formula, charge and spin**: 323.4 kJ/mol
**Charge**: -1
**Orbital gap (alpha / beta)**: 0.1504 / 0.2064 Ha
**E_HOMO (alpha / beta)**: -1.410 / -4.202 eV
**Total energy**: -2562.3038 Eh
**E_LUMO (alpha / beta)**: 2.682 / 1.415 eV
**2S+1**: 8

Geometry as XYZ:
```
81
Properties=species:S:1:pos:R:3:mulliken_spin:R:1
Gd -0.79395 -0.18362 0.55859 5.25
C -4.42671 1.37122 3.07346 -0.03
C -3.61485 1.13418 1.81909 0.53
O -2.37858 0.94350 1.98387 0.26
C -4.28730 1.11423 0.59326 0.23
C -3.70429 0.83644 -0.68156 0.31
C -4.63698 0.60762 -1.83630 -0.03
N -2.41570 0.76804 -0.87209 0.46
N -1.95482 0.41958 -2.15947 0.04
C -1.40581 -0.76100 -2.17157 0.02
O -1.31383 -1.57109 -1.15674 -0.01
C -0.73483 -1.18720 -3.44034 -0.01
C 0.32726 -2.08239 -3.36912 0.00
C 1.01536 -2.43960 -4.52315 0.00
C 0.63442 -1.91780 -5.75289 0.00
C -0.43624 -1.03408 -5.82582 0.00
C -1.11512 -0.66524 -4.67153 0.00
H -3.76317 1.66551 3.88587 0.00
H -4.93098 0.44547 3.36331 0.03
H -5.19242 2.13472 2.92435 0.01
H -5.36069 1.24271 0.62030 0.01
H -5.65612 0.86169 -1.54929 0.00
H -4.60394 -0.44430 -2.12933 0.02
H -4.33409 1.18108 -2.71171 0.02
H 0.61190 -2.47419 -2.40020 0.00
H 1.85564 -3.12063 -4.45843 0.00
H 1.17509 -2.19270 -6.65158 0.00
H -0.73947 -0.62586 -6.78333 0.00
H -1.93368 0.04280 -4.70256 0.00
C -2.34696 -3.90855 2.85777 0.00
C -1.27945 -3.06600 2.18904 0.00
O -1.61638 -1.86631 1.93079 -0.03
C -0.04863 -3.64222 1.92236 0.00
C 1.06067 -3.03271 1.23943 0.01
C 2.27175 -3.90382 1.02643 0.00
N 1.03949 -1.80752 0.80347 -0.05
N 2.22101 -1.42139 0.14333 0.00
C 2.08723 -0.30843 -0.49881 0.00
O 1.01975 0.42914 -0.61269 -0.05
C 3.32155 0.21218 -1.17879 0.00
C 3.20209 1.14004 -2.20807 0.00
C 4.33414 1.61777 -2.85902 0.00
C 5.59639 1.18449 -2.47405 0.00
C 5.72068 0.26572 -1.43711 0.00
C 4.58965 -0.21997 -0.79640 0.00
H -3.24854 -3.31009 2.97290 0.00
H -2.01624 -4.25444 3.84063 0.00
H -2.57859 -4.79421 2.26132 0.00
H 0.07707 -4.67710 2.21430 0.00
H 2.11194 -4.87865 1.48501 0.00
H 3.17017 -3.44273 1.43855 0.00
H 2.46923 -4.02950 -0.03970 0.00
H 2.21226 1.47203 -2.49611 0.00
H 4.22940 2.32945 -3.66952 0.00
H 6.47943 1.55866 -2.97850 0.00
H 6.70156 -0.07485 -1.12627 0.00
H 4.66639 -0.94304 0.00569 0.00
C 0.25491 -0.05214 3.77191 0.01
N 0.85436 0.72722 2.68722 -0.01
C 2.29777 0.51860 2.68882 0.01
C 0.54377 2.15423 2.84708 -0.02
C 0.73646 2.94552 1.56050 0.00
N -0.39953 2.81182 0.65686 -0.01
C -0.05896 3.25051 -0.68995 0.00
C -1.55358 3.56587 1.11724 0.02
H 0.61493 0.29183 4.75557 0.00
H 0.50924 -1.10550 3.64780 0.00
H -0.82950 0.04903 3.73842 0.00
H 2.72684 0.84958 3.64947 0.00
H 2.77483 1.07822 1.88480 0.00
H 2.51777 -0.53555 2.53542 0.00
H 1.16276 2.58105 3.65291 0.00
H -0.49439 2.22499 3.17030 0.01
H 1.61857 2.58282 1.03154 0.00
H 0.91922 4.00699 1.80134 0.00
H 0.18642 4.32687 -0.71055 0.00
H -0.90893 3.07260 -1.35111 0.00
H 0.78489 2.67336 -1.05888 0.00
H -1.34355 4.65005 1.09777 0.00
H -1.84668 3.27829 2.12260 0.00
H -2.40076 3.35677 0.46188 0.00
```

Among the records above, which one has the lowest 2S+1? C30H40F3HgN6O14RbS

Among the records above, which one has the lowest 2S+1? C30H40F3HgN6O14RbS

The highest total energy belongs to which entry? C30H40GdN6O4